C19H29BeCaN7O13 | ωB97M-V with the def2-TZVPD basis set

Structure (XYZ):
```
70
Properties=species:S:1:pos:R:3:mulliken_spin:R:1
Be -1.0620 1.7035 4.0241 0.00
Ca 0.9417 -2.4771 2.9086 0.00
O -0.0347 0.7861 0.0065 0.00
C 0.3954 0.5602 1.2382 0.00
O 0.6188 1.5060 1.9972 0.00
O 0.3690 -0.5732 1.7085 0.00
H 0.1091 1.6842 -0.3009 0.00
O -0.0804 -1.0518 6.7627 0.00
C -0.0506 -1.5176 5.5123 0.00
O 0.4908 -2.6280 5.2902 0.00
O -0.3844 -0.8752 4.5077 0.00
H 0.1140 -1.8326 7.2863 0.00
C 1.8777 -3.0631 -0.2568 0.00
O 1.9131 -3.1664 0.9539 0.00
N 1.1676 -2.2105 -0.8506 0.00
N 2.4687 -3.8447 -1.1024 0.00
H 0.7119 -1.4592 -0.3525 0.00
H 1.0639 -2.1499 -1.8534 0.00
H 2.2324 -3.7147 -2.0757 0.00
H 2.9682 -4.6845 -0.8470 0.00
C -2.0102 -3.4788 2.2910 0.00
O -0.8234 -3.7373 2.3101 0.00
N -2.9022 -4.3787 2.5179 0.00
N -2.4401 -2.3636 1.7195 0.00
H -3.8816 -4.1610 2.4016 0.00
H -2.6503 -5.3240 2.7692 0.00
H -3.4143 -2.3039 1.4600 0.00
H -1.8759 -1.5260 1.7019 0.00
C -3.2384 1.0889 0.9771 0.00
O -2.6281 1.5043 1.9837 0.00
N -2.6389 0.4163 0.0507 0.00
N -4.5230 1.2368 0.7902 0.00
H -1.6372 0.4930 -0.0535 0.00
H -3.2231 0.1390 -0.7252 0.00
H -4.9955 1.5642 1.6208 0.00
H -5.0007 1.0207 -0.0730 0.00
C 3.9204 2.1492 1.5207 0.04
C 5.2616 1.9379 1.0965 0.07
C 6.0761 3.0250 0.7288 0.25
C 5.5761 4.3399 0.8347 0.07
C 4.2514 4.5158 1.1883 0.02
C 3.4237 3.4948 1.5540 0.25
O 2.1853 3.8176 2.0216 0.14
O 7.3414 2.8424 0.3292 0.16
H 3.2129 1.3447 1.6569 0.02
H 5.7207 0.9637 1.1787 0.00
H 6.2029 5.1717 0.5490 0.00
H 3.8236 5.5010 1.0753 0.00
H 1.6072 3.0747 2.2099 -0.01
H 7.5691 1.9205 0.1883 -0.01
C -2.1701 -0.2310 -3.5144 0.00
C -0.8936 -0.7497 -3.3088 0.00
C -0.4208 -1.7208 -4.1833 0.00
C -1.2145 -2.1809 -5.2543 0.00
C -2.4588 -1.6443 -5.4411 0.00
C -2.9268 -0.6791 -4.5506 0.00
O -4.2423 -0.2411 -4.6593 0.00
O 0.7706 -2.3261 -3.9402 0.00
H -2.5505 0.4805 -2.7964 0.00
H -0.2936 -0.3756 -2.4924 0.00
H -0.8728 -2.9789 -5.8969 0.00
H -3.0606 -1.9935 -6.2671 0.00
H -4.9087 -0.7218 -5.1557 0.00
H 1.1260 -2.7893 -4.7022 0.00
C -2.1824 3.8626 -1.7482 0.00
C -0.6665 3.6802 -1.7199 0.00
N 0.4651 3.5768 -1.6066 0.00
H -2.5498 3.4740 -2.6980 0.00
H -2.4574 4.9093 -1.6182 0.00
H -2.6121 3.3685 -0.8768 0.00
```

Properties
Spin multiplicity ... 2
HOMO ... -14.3 eV
Total charge ... +3
Maximum force ... 7.31 eV Å⁻¹
Lowest unoccupied orbital energy ... -12.8 eV